No. 1
DFT (ωB97M-V with the def2-TZVPD basis set) results for 3 unconnected molecules or ions with the total composition C41H69N3O5.

Atoms and positions in Å:
C: 3.188 -8.392 -3.338
O: 2.976 -7.496 -4.490
C: 2.969 -6.160 -3.926
C: 3.157 -4.995 -5.040
C: 2.705 -3.577 -4.438
C: 3.560 -3.077 -3.173
C: 2.856 -1.858 -2.354
C: 2.381 -0.641 -3.290
C: 0.930 -0.049 -2.936
C: -0.259 -1.148 -2.984
C: -1.652 -0.495 -3.511
C: -2.927 -0.933 -2.588
C: -4.081 -1.641 -3.482
C: -3.736 -3.194 -3.598
C: -3.724 -4.034 -2.279
C: -3.422 -5.565 -2.231
C: -3.503 -6.265 -0.788
N: -3.791 -7.732 -0.851
C: -3.071 -6.278 -3.563
C: -3.082 -5.444 -4.893
C: -3.398 -3.918 -4.926
C: -3.352 -3.181 -6.327
O: -3.168 -1.953 -6.522
C: -3.509 -4.114 -7.639
C: -3.203 -5.516 -7.615
C: -2.734 -6.222 -6.264
O: -2.153 -7.348 -6.215
H: 3.050 -7.850 -2.333
H: 2.381 -9.205 -3.384
H: 4.253 -8.826 -3.458
H: 3.877 -6.046 -3.215
H: 1.983 -5.917 -3.384
H: 4.230 -4.961 -5.455
H: 2.462 -5.283 -5.917
H: 1.591 -3.657 -4.186
H: 2.865 -2.793 -5.274
H: 4.602 -2.802 -3.548
H: 3.639 -3.969 -2.442
H: 2.034 -2.269 -1.668
H: 3.687 -1.452 -1.655
H: 2.409 -0.862 -4.413
H: 3.145 0.214 -3.124
H: 0.971 0.374 -1.865
H: 0.709 0.850 -3.632
H: 0.080 -2.032 -3.652
H: -0.374 -1.611 -1.929
H: -1.876 -0.903 -4.556
H: -1.624 0.653 -3.460
H: -3.336 0.020 -2.073
H: -2.543 -1.617 -1.749
H: -4.281 -1.114 -4.472
H: -5.050 -1.548 -2.852
H: -3.962 -3.502 -1.284
H: -2.556 -6.015 -0.178
H: -4.381 -5.744 -0.242
H: -3.537 -8.138 0.060
H: -3.137 -8.132 -1.557
H: -2.815 -7.392 -3.525
H: -3.870 -3.698 -8.649
H: -3.280 -6.183 -8.546
C: -2.119 2.356 3.177
C: -1.488 2.318 1.760
C: -0.278 3.278 1.695
C: -0.666 4.751 1.638
C: -1.667 5.006 0.518
C: -2.902 4.082 0.586
N: -2.532 2.641 0.741
O: -2.089 2.198 -0.467
C: -3.809 4.524 1.760
C: -3.775 4.337 -0.668
C: -0.946 0.870 1.626
H: -1.707 1.582 3.831
H: -1.946 3.303 3.693
H: -3.197 2.174 3.144
H: 0.330 3.051 0.810
H: 0.377 3.117 2.559
H: -1.076 5.079 2.598
H: 0.230 5.356 1.469
H: -1.981 6.056 0.550
H: -1.155 4.875 -0.444
H: -4.649 3.834 1.887
H: -4.233 5.515 1.570
H: -3.288 4.605 2.711
H: -3.226 4.186 -1.601
H: -4.136 5.369 -0.688
H: -4.652 3.682 -0.677
H: -1.761 0.140 1.654
H: -0.261 0.636 2.446
H: -0.378 0.716 0.704
C: 2.276 4.079 8.089
C: 2.218 3.649 6.599
C: 3.488 2.848 6.230
C: 4.735 3.713 6.079
C: 4.481 4.870 5.121
C: 3.237 5.704 5.494
N: 2.030 4.857 5.740
O: 1.565 4.440 4.530
C: 3.548 6.558 6.747
C: 3.002 6.758 4.382
C: 1.012 2.673 6.534
H: 1.784 3.355 8.745
H: 3.298 4.173 8.463
H: 1.760 5.029 8.256
H: 3.328 2.312 5.287
H: 3.679 2.077 6.986
H: 5.063 4.090 7.053
H: 5.558 3.100 5.699
H: 5.368 5.512 5.091
H: 4.368 4.464 4.107
H: 2.657 7.095 7.086
H: 4.312 7.309 6.524
H: 3.938 5.983 7.584
H: 2.888 6.308 3.392
H: 3.851 7.444 4.310
H: 2.111 7.358 4.591
H: 0.076 3.186 6.777
H: 1.138 1.854 7.249
H: 0.903 2.203 5.553

As for the orbital gap (alpha / beta): 7.599 / 7.609 eV. As for the spin multiplicity: 3. The relative energy (zero: lowest compared OMol25 entry of this formula, charge and spin) is 203.1 kcal/mol. For the lowest unoccupied orbital energy (alpha / beta), the calculation gives -0.0443 / -0.0443 Ha. The HOMO energy (alpha / beta) is -8.81 / -8.82 eV.

---

No. 2
DFT (ωB97M-V with the def2-TZVPD basis set) results for a molecular structure, C42H55F5N16O4S.

Atoms and positions in Å:
O: -2.177 -1.068 1.758
S: -1.542 -0.952 0.454
O: -0.604 -1.976 0.048
O: -0.632 0.441 0.610
C: -0.288 0.664 -0.786
C: -1.523 0.325 -1.713
C: -1.306 -0.628 -2.971
F: -1.904 -0.036 -4.100
F: -2.016 -1.817 -2.770
C: 0.184 -0.884 -3.319
C: 1.013 0.279 -3.689
C: 2.430 0.095 -3.983
C: 2.953 -1.272 -3.913
C: 2.122 -2.430 -3.555
C: 2.728 -3.849 -3.464
F: 4.071 -3.851 -3.781
F: 2.096 -4.790 -4.222
F: 2.660 -4.282 -2.136
C: 0.697 -2.251 -3.263
O: -2.444 -0.343 -0.800
H: 0.659 0.077 -0.882
H: -0.003 1.718 -1.083
H: -1.892 1.277 -2.185
H: 0.505 1.273 -3.695
H: 3.031 0.993 -4.233
H: 4.048 -1.409 -4.132
H: 0.028 -3.103 -3.008
C: 2.726 3.051 1.732
C: 2.070 2.824 0.424
N: 1.559 2.646 -0.594
H: 2.761 2.120 2.296
H: 3.734 3.410 1.579
H: 2.165 3.793 2.301
C: 6.940 4.916 2.069
C: 6.074 3.756 2.372
N: 5.397 2.853 2.603
H: 6.961 5.595 2.922
H: 7.954 4.578 1.860
H: 6.553 5.447 1.200
C: -1.702 -2.459 4.832
C: -1.714 -2.248 6.301
N: -1.693 -2.089 7.455
H: -2.232 -3.379 4.586
H: -2.193 -1.623 4.334
H: -0.674 -2.534 4.472
C: -1.824 -6.605 3.639
C: -0.829 -5.969 4.535
N: -0.055 -5.475 5.231
H: -2.063 -7.601 4.000
H: -2.735 -6.007 3.615
H: -1.421 -6.679 2.632
C: 2.317 -3.200 6.007
C: 2.701 -1.793 5.746
N: 2.997 -0.698 5.541
H: 3.205 -3.830 6.019
H: 1.814 -3.275 6.971
H: 1.645 -3.551 5.228
C: 3.351 -4.017 1.165
C: 3.152 -4.488 2.556
N: 2.996 -4.855 3.637
H: 4.286 -4.413 0.771
H: 2.528 -4.356 0.537
H: 3.388 -2.928 1.145
C: 0.786 -1.320 11.114
C: 0.077 -1.517 9.826
N: -0.484 -1.682 8.821
H: 0.817 -2.258 11.668
H: 1.805 -0.984 10.926
H: 0.268 -0.570 11.713
C: -4.301 3.988 -1.864
C: -3.564 3.774 -3.129
N: -2.989 3.609 -4.115
H: -3.798 3.466 -1.049
H: -4.341 5.053 -1.635
H: -5.318 3.605 -1.957
C: -2.419 1.722 4.085
C: -2.019 3.124 3.823
N: -1.709 4.214 3.618
H: -1.537 1.081 4.102
H: -2.926 1.653 5.047
H: -3.092 1.373 3.302
C: 5.269 8.579 -0.515
C: 5.016 7.132 -0.325
N: 4.819 6.007 -0.176
H: 4.511 9.159 0.011
H: 6.252 8.838 -0.123
H: 5.232 8.824 -1.576
C: -3.266 7.002 -6.086
C: -3.759 7.149 -4.699
N: -4.143 7.268 -3.612
H: -2.965 7.970 -6.486
H: -2.408 6.331 -6.102
H: -4.054 6.589 -6.714
C: -1.116 -9.431 -0.038
C: -1.621 -9.279 1.346
N: -2.014 -9.160 2.422
H: -0.790 -8.464 -0.421
H: -0.274 -10.122 -0.050
H: -1.906 -9.821 -0.679
C: 7.537 -2.495 -3.660
C: 6.706 -2.130 -4.830
N: 6.058 -1.847 -5.740
H: 7.383 -3.545 -3.411
H: 8.590 -2.334 -3.890
H: 7.260 -1.881 -2.804
C: -7.946 2.585 -4.414
C: -7.943 2.803 -2.949
N: -7.941 2.973 -1.810
H: -8.459 1.653 -4.648
H: -8.459 3.408 -4.909
H: -6.921 2.530 -4.781
C: -2.565 3.794 -8.537
C: -2.214 5.208 -8.805
N: -1.936 6.307 -9.026
H: -1.662 3.184 -8.532
H: -3.056 3.712 -7.567
H: -3.239 3.427 -9.310
C: -5.285 -1.742 0.306
C: -5.556 -3.184 0.510
N: -5.767 -4.305 0.668
H: -6.038 -1.146 0.820
H: -4.302 -1.491 0.702
H: -5.311 -1.507 -0.758

As for the orbital gap: 7.674 eV. For the lowest unoccupied orbital energy, the calculation gives -0.0014 Ha. The HOMO energy is -7.71 eV.

---

No. 3
DFT (ωB97M-V with the def2-TZVPD basis set) results for a molecular structure, C41H54BN9O2PRbS2.

Atoms and positions in Å:
Rb: -0.612 -0.365 0.962
C: 1.727 1.142 3.884
C: 2.625 0.390 3.017
C: 4.044 0.473 2.885
C: 4.389 -0.487 1.923
C: 5.739 -0.850 1.348
N: 3.189 -1.118 1.527
N: 2.136 -0.524 2.172
B: 3.069 -2.494 0.794
N: 2.801 -2.259 -0.760
N: 1.494 -1.813 -1.141
C: 1.421 -1.965 -2.461
C: 0.208 -1.682 -3.223
C: 2.621 -2.525 -2.993
C: 3.473 -2.663 -1.882
C: 4.887 -3.100 -1.824
N: 1.939 -3.368 1.436
N: 0.769 -2.875 1.951
C: 0.019 -3.914 2.349
C: -1.353 -3.734 2.840
C: 0.690 -5.140 2.111
C: 1.923 -4.760 1.530
C: 3.075 -5.643 1.168
H: 2.226 1.445 4.818
H: 0.819 0.551 4.117
H: 1.415 2.046 3.345
H: 4.694 1.137 3.483
H: 6.473 -0.014 1.417
H: 5.613 -1.137 0.296
H: 6.135 -1.741 1.870
H: 4.128 -3.069 0.902
H: -0.428 -0.899 -2.754
H: -0.414 -2.591 -3.319
H: 0.483 -1.311 -4.224
H: 2.788 -2.671 -4.057
H: 5.278 -3.497 -2.763
H: 4.992 -3.855 -1.033
H: 5.546 -2.272 -1.506
H: -2.002 -3.333 2.023
H: -1.412 -3.054 3.704
H: -1.801 -4.710 3.101
H: 0.272 -6.135 2.359
H: 2.840 -6.716 1.307
H: 3.974 -5.376 1.742
H: 3.317 -5.467 0.093
S: -5.653 -1.185 -1.705
C: -5.470 0.500 -1.470
C: -4.230 0.870 -1.022
C: -3.334 -0.208 -0.903
C: -3.925 -1.394 -1.209
C: -3.280 -2.720 -1.070
C: -4.042 -3.880 -1.278
C: -3.412 -5.115 -1.312
C: -2.030 -5.160 -1.088
C: -1.368 -3.963 -0.833
N: -1.977 -2.784 -0.786
H: -6.335 1.148 -1.643
H: -4.017 1.913 -0.746
H: -5.097 -3.813 -1.398
H: -4.001 -6.000 -1.503
H: -1.448 -6.070 -1.091
H: -0.308 -3.942 -0.721
O: -1.814 0.687 3.202
N: -2.613 1.370 3.938
C: -2.216 2.521 4.568
C: -3.136 3.403 5.111
C: -4.484 3.097 5.042
C: -4.890 1.861 4.544
C: -3.957 0.895 4.061
S: -4.371 -0.663 3.733
H: -1.157 2.711 4.652
H: -2.799 4.333 5.533
H: -5.239 3.753 5.445
H: -5.945 1.637 4.542
O: -2.145 3.332 0.223
C: -1.601 3.942 1.411
C: -0.082 3.998 1.332
C: 0.629 5.188 1.581
C: 1.970 5.225 1.274
C: 2.572 4.063 0.772
C: 1.833 2.911 0.611
N: 0.528 2.900 0.884
H: -1.400 3.268 -0.431
H: -1.870 3.316 2.249
H: -2.061 4.923 1.554
H: 0.105 6.082 1.914
H: 2.549 6.103 1.494
H: 3.601 4.049 0.450
H: 2.260 1.978 0.237
C: -1.788 1.684 -5.672
C: -1.989 1.272 -4.213
P: -0.909 2.010 -2.890
C: 0.753 1.974 -3.810
C: 1.931 1.811 -2.825
C: -1.364 3.835 -3.107
C: -0.250 4.809 -2.758
H: -2.684 1.417 -6.270
H: -0.967 1.123 -6.121
H: -1.611 2.740 -5.858
H: -1.928 0.155 -4.099
H: -3.019 1.529 -3.878
H: 0.854 2.837 -4.479
H: 0.689 1.033 -4.389
H: 2.162 2.793 -2.357
H: 2.808 1.449 -3.390
H: 1.681 1.135 -2.017
H: -2.171 3.955 -2.395
H: -1.802 4.009 -4.107
H: 0.321 4.537 -1.855
H: -0.697 5.802 -2.577
H: 0.432 4.952 -3.618

As for the total charge: -2. As for the orbital gap: 4.616 eV. The relative energy (zero: lowest compared OMol25 entry of this formula, charge and spin) is 0.0 kcal/mol. For the lowest unoccupied orbital energy, the calculation gives 0.1313 Ha. The HOMO energy is -1.04 eV.

---

No. 4
DFT (ωB97M-V with the def2-TZVPD basis set) results for a molecular structure, C9H15BeCl5F2NNaO14P2S2.

Atoms and positions in Å:
O: -0.590 -2.384 2.970
S: -0.444 -2.353 1.532
O: -1.638 -2.574 0.743
C: 0.064 -0.659 1.151
O: -1.074 0.127 0.812
P: -1.530 1.172 1.885
O: -0.632 1.432 3.006
O: -1.752 2.575 1.123
F: -2.851 2.445 0.233
O: -2.999 0.722 2.362
P: -3.792 -0.552 1.729
S: -4.109 -0.541 -0.222
H: 0.552 -3.205 1.063
H: 0.699 -0.718 0.263
H: 0.650 -0.231 1.954
H: -4.996 -0.469 2.419
H: -3.183 -1.726 2.164
O: -0.100 -6.469 2.596
Cl: 0.475 -6.135 1.329
O: -0.495 -6.229 0.279
O: 1.625 -6.932 1.052
O: 0.920 -4.713 1.403
Be: -5.986 0.880 -0.256
C: 2.085 1.968 5.209
O: 0.809 2.124 5.771
H: 2.830 2.241 5.950
H: 2.244 0.912 4.938
H: 2.198 2.614 4.327
H: 0.143 1.884 5.117
C: -4.185 3.707 -2.946
Cl: -5.583 4.498 -3.739
Cl: -4.663 2.087 -2.409
Cl: -2.811 3.608 -4.011
H: -3.920 4.306 -2.086
F: 3.286 -1.318 -0.959
C: 2.924 -1.039 -2.243
C: 1.894 -1.773 -2.799
C: 1.511 -1.489 -4.103
C: 2.163 -0.492 -4.818
C: 3.197 0.225 -4.230
C: 3.586 -0.044 -2.926
H: 1.408 -2.552 -2.224
H: 0.704 -2.048 -4.558
H: 1.864 -0.275 -5.835
H: 3.710 1.001 -4.780
H: 4.380 0.518 -2.449
N: 4.043 3.235 -1.491
O: 4.071 2.999 -2.712
O: 3.497 4.266 -1.055
O: 4.569 2.422 -0.686
Na: 2.459 0.288 3.236
Cl: -7.231 2.662 -3.076

As for the orbital gap: 1.427 eV. For the lowest unoccupied orbital energy, the calculation gives -0.2065 Ha. The HOMO energy is -7.04 eV.

---

Number 1: strongest force on any atom 4.89 eV Å⁻¹. Number 2: strongest force on any atom 8.10 eV Å⁻¹. Number 3: strongest force on any atom 2.54 eV Å⁻¹. Number 4: strongest force on any atom 2.20 eV Å⁻¹.